Record 1
{
  "formula": "C20H40NP3PmS2",
  "method": "ωB97M-V/def2-TZVPD",
  "homo_ev": [-15.35, -15.35],
  "spin_multiplicity": 5,
  "e_lumo_ev": [-10.6, -10.4],
  "energy_ev": -88944.4539,
  "s_squared": 6.007,
  "charge": 3,
  "homo_lumo_gap_ev": [4.76, 4.96],
  "symbols": ["Pm", "P", "P", "P", "H", "C", "C", "H", "C", "C", "C", "C", "C", "C", "C", "C", "C", "H", "H", "H", "H", "H", "H", "H", "H", "H", "H", "H", "H", "H", "H", "H", "H", "H", "H", "H", "H", "H", "H", "H", "H", "H", "H", "H", "H", "H", "C", "C", "C", "C", "C", "C", "S", "H", "H", "H", "H", "H", "H", "S", "C", "C", "N", "C", "H", "H", "H"],
  "coordinates": [[0.27, -0.19, -0.54], [-1.59, 2.10, -0.12], [-1.98, -1.43, 0.88], [2.00, 1.76, -1.60], [-0.91, -2.60, -1.99], [0.16, -2.35, -2.06], [1.12, -2.63, -1.13], [0.98, -3.24, -0.23], [-2.73, 2.21, -1.56], [-2.79, 2.30, 1.27], [-0.88, 3.80, -0.06], [-1.76, -3.25, 0.95], [-2.46, -1.13, 2.63], [-3.61, -1.34, 0.04], [3.41, 0.79, -2.27], [2.98, 3.18, -1.00], [1.26, 2.56, -3.08], [0.44, -1.90, -3.01], [2.16, -2.30, -1.30], [-3.37, 3.10, -1.48], [-3.34, 1.30, -1.62], [-2.13, 2.27, -2.48], [-3.27, 3.29, 1.20], [-2.25, 2.24, 2.23], [-3.55, 1.51, 1.26], [-1.69, 4.52, 0.11], [-0.35, 4.04, -0.99], [-0.16, 3.87, 0.77], [-2.73, -3.78, 0.96], [-1.21, -3.50, 1.87], [-1.18, -3.60, 0.09], [-3.42, -1.60, 2.86], [-2.53, -0.05, 2.83], [-1.69, -1.56, 3.28], [-4.30, -2.03, 0.54], [-3.49, -1.64, -1.01], [-4.03, -0.32, 0.07], [3.91, 1.33, -3.10], [3.09, -0.20, -2.64], [4.12, 0.60, -1.45], [3.54, 3.58, -1.86], [3.66, 2.83, -0.21], [2.32, 3.94, -0.55], [2.06, 2.98, -3.70], [0.55, 3.34, -2.78], [0.72, 1.81, -3.67], [1.87, -1.09, -6.51], [1.32, -0.50, -7.65], [1.41, -1.18, -8.88], [2.07, -2.42, -8.98], [2.68, -2.95, -7.83], [2.60, -2.30, -6.61], [1.66, -0.40, -4.93], [0.55, -1.09, -4.48], [0.80, 0.46, -7.54], [0.97, -0.74, -9.77], [2.10, -2.94, -9.94], [3.22, -3.89, -7.90], [3.04, -2.74, -5.71], [1.47, 1.49, 3.55], [2.57, 0.11, 3.55], [2.40, -0.66, 2.42], [1.40, -0.18, 1.55], [0.84, 0.94, 2.05], [3.26, -0.07, 4.35], [2.93, -1.56, 2.15], [0.03, 1.49, 1.54]]
}



Record 2
{
  "formula": "C5H9N3",
  "method": "ωB97M-V/def2-TZVPD",
  "homo_ev": -8.70,
  "e_lumo_ev": 0.8,
  "energy_ev": -9801.1971,
  "smiles": "NCCc1c[nH]cn1",
  "homo_lumo_gap_ev": 9.52,
  "symbols": ["N", "C", "C", "C", "C", "N", "C", "N", "H", "H", "H", "H", "H", "H", "H", "H", "H"],
  "coordinates": [[0.44, -0.94, 2.40], [-0.75, -0.30, 1.84], [-0.41, 0.84, 0.89], [-0.06, 0.39, -0.49], [0.68, 1.03, -1.44], [0.65, 0.23, -2.54], [-0.13, -0.84, -2.24], [-0.56, -0.78, -1.02], [0.46, -1.92, 2.13], [1.30, -0.54, 2.02], [-1.36, -1.03, 1.30], [-1.38, 0.07, 2.65], [0.40, 1.43, 1.35], [-1.22, 1.57, 0.86], [1.20, 1.97, -1.38], [1.01, 0.51, -3.44], [-0.28, -1.69, -2.89]]
}



Record 3
{
  "formula": "C4H54ClO30P",
  "method": "ωB97M-V/def2-TZVPD",
  "homo_ev": -10.17,
  "e_lumo_ev": -0.1,
  "energy_ev": -88265.2995,
  "homo_lumo_gap_ev": 10.07,
  "symbols": ["O", "C", "O", "C", "Cl", "C", "C", "P", "O", "O", "O", "O", "H", "H", "H", "H", "H", "H", "O", "H", "H", "O", "H", "H", "O", "H", "H", "O", "H", "H", "O", "H", "H", "O", "H", "H", "O", "H", "H", "O", "H", "H", "O", "H", "H", "O", "H", "H", "O", "H", "H", "O", "H", "H", "O", "H", "H", "O", "H", "H", "O", "H", "H", "O", "H", "H", "O", "H", "H", "O", "H", "H", "O", "H", "H", "O", "H", "H", "O", "H", "H", "O", "H", "H", "O", "H", "H", "O", "H", "H"],
  "coordinates": [[-0.67, 0.04, 2.88], [-0.50, 0.88, 2.05], [0.61, 1.04, 1.33], [0.14, 1.40, 0.01], [1.32, 2.41, -0.76], [-1.25, 2.01, 0.27], [-2.33, 1.24, -0.45], [-4.03, 1.60, 0.01], [-4.78, 2.12, -1.14], [-4.57, 0.24, 0.59], [-4.14, 2.57, 1.28], [-1.40, 1.83, 1.71], [0.12, 0.47, -0.56], [-1.28, 3.08, 0.07], [-2.16, 0.17, -0.27], [-2.28, 1.38, -1.53], [-5.30, 0.33, 1.21], [-3.51, 3.30, 1.31], [2.11, 0.97, 4.16], [1.38, 0.48, 3.76], [2.64, 1.24, 3.40], [3.54, 3.05, -2.86], [3.81, 2.40, -2.20], [4.37, 3.36, -3.26], [-3.98, -0.03, 3.33], [-3.72, -0.59, 4.07], [-3.16, 0.39, 3.04], [0.07, -1.68, -0.03], [0.61, -2.49, -0.01], [-0.22, -1.62, 0.89], [1.41, 0.03, -2.65], [1.55, 0.84, -3.18], [1.33, -0.69, -3.28], [1.28, -4.18, 0.46], [0.84, -5.02, 0.23], [1.71, -4.35, 1.30], [2.25, -3.37, -2.40], [2.83, -4.14, -2.45], [1.99, -3.33, -1.47], [-1.24, -2.78, 3.08], [-2.15, -3.06, 3.20], [-1.25, -1.83, 3.18], [0.96, 2.90, -4.45], [0.83, 3.44, -5.23], [1.46, 3.45, -3.84], [-2.97, 2.22, -3.50], [-3.77, 2.70, -3.26], [-3.00, 2.11, -4.45], [-4.19, -1.04, 6.39], [-5.07, -1.43, 6.29], [-4.35, -0.17, 6.77], [-2.26, -2.86, -1.55], [-1.45, -2.41, -1.27], [-2.17, -3.75, -1.21], [-7.43, 2.99, 1.76], [-6.59, 2.54, 1.63], [-7.28, 3.57, 2.51], [5.76, 3.32, -4.88], [5.91, 4.18, -5.29], [5.72, 2.70, -5.62], [4.65, -4.27, -3.59], [5.18, -4.49, -4.36], [4.52, -3.32, -3.65], [-6.99, 1.15, -2.78], [-6.25, 1.66, -2.40], [-6.84, 0.26, -2.44], [3.92, -3.22, -6.25], [3.31, -3.97, -6.19], [3.40, -2.48, -5.93], [5.54, -3.48, -0.85], [5.59, -2.55, -1.07], [5.47, -3.93, -1.70], [0.39, 3.72, 3.78], [-0.52, 3.49, 4.00], [0.91, 2.99, 4.16], [1.01, -6.97, 0.34], [1.77, -7.27, 0.87], [0.55, -7.76, 0.07], [-0.48, 5.09, 1.45], [-0.19, 4.45, 2.12], [0.35, 5.41, 1.08], [3.43, -7.68, 1.86], [4.23, -8.08, 1.52], [3.69, -7.23, 2.67], [-1.25, 8.16, 0.48], [-0.48, 8.69, 0.73], [-1.09, 7.29, 0.87], [4.82, -0.18, 5.65], [5.25, -0.05, 4.80], [4.03, 0.37, 5.61]]
}



Record 4
{
  "formula": "C4H8N2",
  "method": "ωB97M-V/def2-TZVPD",
  "homo_ev": -9.33,
  "e_lumo_ev": 1.2,
  "energy_ev": -7256.2591,
  "smiles": "C/N=C/[C@H]1CN1",
  "homo_lumo_gap_ev": 10.50,
  "symbols": ["C", "N", "C", "C", "C", "N", "H", "H", "H", "H", "H", "H", "H", "H"],
  "coordinates": [[-2.21, 0.45, 0.73], [-0.84, 0.03, 0.54], [-0.34, 0.12, -0.62], [1.00, -0.45, -0.89], [2.15, 0.01, -0.06], [1.57, -1.30, 0.15], [-2.78, -0.43, 1.05], [-2.68, 0.86, -0.19], [-2.28, 1.20, 1.53], [-0.88, 0.58, -1.47], [1.17, -0.79, -1.91], [3.15, 0.02, -0.48], [1.93, 0.80, 0.65], [0.92, -1.26, 0.94]]
}